1.
DFT (ωB97M-V/def2-TZVPD) results for one molecule with the formula C2H3N3O.

Last column: Löwdin charge in e.
Atoms and positions in Å:
N (-1.516, -0.329, -0.431)  0.13
C (-0.310, -0.426, 0.241)  -0.57
C (0.674, 0.583, -0.170)  -0.08
N (1.896, 0.369, 0.237)  -0.09
N (2.931, 0.119, 0.610)  0.26
O (-0.062, -1.307, 1.042)  0.04
H (-2.188, -1.016, -0.116)  0.10
H (-1.896, 0.602, -0.539)  0.09
H (0.508, 1.400, -0.858)  0.11

Calculated values
* molecular weight: 85.1 g/mol
* Kohn-Sham gap: 9.668 eV
* spin multiplicity: 1
* ΔE to the lowest compared entry with this formula, charge and spin: 1.2467 eV
* HOMO: -9.13 eV

2.
DFT (ωB97M-V/def2-TZVPD) results for C4H5N3O as an isolated structure.

Last column: Löwdin charge in e.
Atoms and positions in Å:
C (0.901, -0.077, 0.019)  -0.12
C (-1.131, 0.817, -0.187)  -0.50
C (-1.901, -1.010, 0.139)  0.04
C (-0.492, -0.302, -0.111)  -0.13
H (2.921, -0.081, -0.529)  0.03
H (2.377, -1.556, -0.266)  0.11
H (1.632, 1.856, 0.247)  0.12
H (-2.239, -1.708, -0.665)  0.11
H (-2.317, -1.176, 1.305)  0.18
N (2.314, -0.551, 0.054)  0.08
N (0.795, 1.384, 0.034)  -0.03
N (-0.449, 1.943, 0.093)  0.13
O (-2.409, 0.461, -0.132)  -0.01

Calculated values
* molecular weight: 111.1 g/mol
* Kohn-Sham gap: 8.829 eV
* spin multiplicity: 1
* ΔE to the lowest compared entry with this formula, charge and spin: 5.7593 eV
* HOMO: -8.22 eV

3.
DFT (ωB97M-V/def2-TZVPD) results for a 2-piece molecular cluster, C8H8BrNO3S overall.

Last column: Löwdin charge in e.
Atoms and positions in Å:
C (-3.303, 0.687, 0.270)  -0.05
C (-2.502, 1.680, 0.900)  -0.02
C (-2.719, -0.127, -0.681)  -0.11
C (-1.097, 1.649, 0.740)  -0.04
C (-1.387, -0.156, -0.908)  -0.07
C (-0.649, 0.846, -0.278)  -0.30
C (1.749, -1.715, 0.303)  -0.64
C (2.286, -0.447, 0.966)  -0.46
N (2.663, -2.344, -0.486)  0.13
O (0.671, -2.154, 0.743)  0.02
O (1.461, 2.328, -0.251)  -0.35
O (1.517, 0.428, -1.892)  -0.31
S (1.110, 0.982, -0.647)  0.73
Br (4.034, 0.208, 0.438)  0.72
H (-4.391, 0.767, 0.266)  0.11
H (-2.901, 2.387, 1.537)  0.08
H (-3.447, -0.787, -1.216)  0.13
H (-0.380, 2.216, 1.231)  0.09
H (-1.061, -0.818, -1.788)  0.16
H (2.147, -0.252, 2.003)  0.05
H (3.564, -1.979, -0.650)  0.01
H (2.636, -3.399, -0.602)  0.15

Calculated values
* molecular weight: 278.1 g/mol
* Kohn-Sham gap (spin up / spin down): 8.137 / 8.138 eV
* spin multiplicity: 1
* ΔE to the lowest compared entry with this formula, charge and spin: 0.0119 eV
* HOMO (spin up / spin down): -8.97 / -8.97 eV

4.
DFT (ωB97M-V/def2-TZVPD) results for an isolated ion of composition C6H6NS and charge +1.

Last column: Löwdin charge in e.
Atoms and positions in Å:
C (0.799, -0.413, -1.393)  -0.24
C (0.493, -0.290, -0.080)  -0.30
C (1.420, 0.323, 0.741)  -0.22
C (3.106, 0.838, -0.694)  -0.01
C (-1.714, 0.469, 0.432)  -0.10
C (-0.818, -0.739, 0.571)  -0.19
N (2.086, 0.987, 1.428)  0.28
S (2.486, -0.049, -1.987)  1.05
H (-0.036, -0.777, -2.012)  0.13
H (-1.288, 1.367, 0.972)  0.11
H (-2.780, 0.187, 0.819)  0.13
H (-1.706, 0.777, -0.596)  0.06
H (-1.230, -1.670, 0.113)  0.14
H (-0.818, -1.011, 1.686)  0.16

Calculated values
* expectation value of S²: 2.08
* molecular weight: 124.2 g/mol
* Kohn-Sham gap (spin up / spin down): 7.436 / 6.258 eV
* spin multiplicity: 3
* total charge: +1
* ΔE to the lowest compared entry with this formula, charge and spin: 1.2179 eV
* HOMO (spin up / spin down): -14.65 / -15.11 eV

5.
DFT (ωB97M-V/def2-TZVPD) results for a 2-piece molecular cluster, C3H4OS overall.

Last column: Löwdin charge in e.
Atoms and positions in Å:
C (-0.669, 0.516, 0.004)  -0.32
C (0.517, 0.361, 0.160)  -0.02
C (-2.125, 0.377, 0.107)  -0.17
O (3.311, -1.076, 0.174)  -0.59
S (3.254, 0.569, -0.136)  0.75
H (-2.504, -0.642, -0.348)  0.10
H (-2.611, 1.276, -0.426)  0.09
H (-2.455, 0.191, 1.181)  0.08
H (3.282, -1.572, -0.715)  0.08

Calculated values
* molecular weight: 88.1 g/mol
* Kohn-Sham gap (spin up / spin down): 6.795 / 6.794 eV
* spin multiplicity: 1
* ΔE to the lowest compared entry with this formula, charge and spin: 6.4666 eV
* HOMO (spin up / spin down): -9.44 / -9.44 eV

6.
DFT (ωB97M-V/def2-TZVPD) results for a 2-piece molecular cluster, H4OS2 overall.

Last column: Löwdin charge in e.
Atoms and positions in Å:
S (0.779, 0.100, -0.633)  0.28
S (-0.059, 0.366, -2.501)  0.20
H (-0.274, 0.093, 0.211)  -0.16
H (-0.467, 1.652, -2.477)  -0.21
O (0.307, -0.510, 1.661)  -0.24
H (0.012, -1.387, 1.327)  0.06
H (-0.296, -0.314, 2.413)  0.08

Calculated values
* SMILES string: SS.O
* molecular weight: 84.2 g/mol
* Kohn-Sham gap: 9.047 eV
* spin multiplicity: 1
* ΔE to the lowest compared entry with this formula, charge and spin: 0.8688 eV
* HOMO: -8.73 eV

Largest force on an atom? In order: 1.5; 8.1; 4.4; 3.2; 4.5; 3.3 eV/A.